Molecular formula: C43H37BrCl5N10O5S2Ta
Method: DFT, ωB97M-V/def2-TZVPD

Last column: Löwdin charge in e.
Positions of all 104 atoms, in Å:
Ta: -0.14 -0.60 0.64  1.80
O: -3.80 1.39 2.22  0.06
C: -3.32 2.34 3.04  -0.31
C: -4.24 3.07 3.79  -0.05
C: -3.82 4.07 4.65  -0.07
C: -2.46 4.35 4.79  -0.07
C: -1.54 3.62 4.05  -0.02
C: -1.94 2.63 3.16  -0.12
C: -0.93 1.87 2.37  -0.48
O: -1.38 0.86 1.68  -0.27
N: 0.30 2.22 2.46  -0.01
N: 1.18 1.40 1.73  -0.10
C: 2.38 1.70 2.11  -0.84
S: 3.85 1.02 1.45  1.02
C: 4.93 2.31 2.13  -0.51
C: 4.41 2.62 3.51  -0.53
S: 2.62 2.91 3.38  0.95
H: -3.01 0.91 1.86  0.07
H: -5.29 2.81 3.71  0.12
H: -4.55 4.62 5.24  0.11
H: -2.12 5.11 5.48  0.11
H: -0.48 3.81 4.14  0.11
H: 4.89 3.18 1.49  0.08
H: 5.94 1.91 2.14  0.08
H: 4.86 3.53 3.92  0.08
H: 4.59 1.79 4.20  0.08
Br: 2.54 -4.90 -5.92  0.76
C: 3.70 -4.33 -4.53  -0.67
C: 3.41 -4.66 -3.22  -0.10
C: 4.27 -4.28 -2.21  -0.01
C: 5.43 -3.58 -2.52  -0.29
C: 5.72 -3.27 -3.85  -0.04
C: 4.85 -3.63 -4.86  -0.12
N: 6.49 -3.30 -1.58  0.07
N: 6.26 -2.94 -0.41  0.08
C: 4.95 -2.59 0.04  -0.26
C: 4.59 -3.09 1.27  -0.02
C: 3.32 -2.86 1.84  0.02
C: 2.43 -2.05 1.17  -0.34
O: 1.23 -1.76 1.61  -0.26
C: 2.85 -1.41 -0.02  -0.23
N: 2.00 -0.45 -0.46  0.00
C: 2.30 0.22 -1.55  -0.11
C: 3.51 0.01 -2.24  -0.01
C: 4.41 -0.91 -1.77  0.00
C: 4.09 -1.68 -0.62  -0.13
H: 2.51 -5.22 -2.99  0.10
H: 4.05 -4.55 -1.19  0.12
H: 6.65 -2.77 -4.07  0.12
H: 5.07 -3.39 -5.89  0.10
H: 5.31 -3.71 1.79  0.12
H: 3.05 -3.30 2.79  0.12
H: 1.60 0.98 -1.85  0.11
H: 3.73 0.60 -3.12  0.11
H: 5.37 -1.03 -2.26  0.11
N: -2.61 -0.06 -0.49  0.03
C: -2.70 1.30 -0.98  -0.29
C: -3.38 1.35 -2.35  -0.13
C: -3.58 2.72 -2.96  -0.18
C: -4.37 3.64 -2.04  -0.15
N: -3.44 4.03 -0.98  0.07
C: -3.67 4.15 0.32  -0.43
N: -2.61 4.26 1.14  0.23
N: -4.91 4.21 0.82  0.23
C: -1.31 1.92 -0.95  -0.52
O: -1.22 3.14 -1.21  0.03
O: -0.32 1.19 -0.65  -0.13
H: -2.22 -0.66 -1.22  0.04
H: -3.50 -0.46 -0.25  0.09
H: -3.31 1.86 -0.27  0.13
H: -4.35 0.87 -2.22  0.13
H: -2.83 0.72 -3.05  0.12
H: -4.11 2.60 -3.90  0.12
H: -2.63 3.20 -3.21  0.12
H: -5.25 3.12 -1.65  0.12
H: -4.72 4.52 -2.58  0.12
H: -2.45 3.75 -1.18  0.02
H: -1.71 3.99 0.77  0.12
H: -2.74 4.13 2.14  0.07
H: -5.70 4.04 0.23  0.11
H: -5.04 4.14 1.82  0.09
N: -0.27 -1.59 -0.86  -0.20
C: -0.29 -2.02 -2.15  -0.38
C: -0.32 -1.10 -3.21  -0.05
C: -0.33 -1.54 -4.53  -0.09
C: -0.32 -2.89 -4.82  -0.13
C: -0.31 -3.81 -3.78  -0.12
C: -0.29 -3.39 -2.46  -0.06
H: -0.31 -0.04 -2.98  0.09
H: -0.34 -0.81 -5.34  0.10
H: -0.32 -3.23 -5.85  0.08
H: -0.31 -4.87 -4.00  0.10
H: -0.28 -4.10 -1.64  0.10
Cl: -2.80 -3.19 -0.15  0.72
C: -2.53 -2.79 1.53  -0.65
C: -1.53 -1.89 1.92  -0.26
C: -1.41 -1.73 3.31  -0.66
Cl: -0.18 -0.68 3.95  0.76
C: -2.23 -2.36 4.24  -0.71
Cl: -2.03 -2.09 5.93  0.67
C: -3.24 -3.21 3.79  -0.71
Cl: -4.29 -3.98 4.92  0.68
C: -3.38 -3.43 2.43  -0.71
Cl: -4.62 -4.49 1.89  0.66

Output
- highest occupied orbital energy (eV) = -7.2812
- calculated total energy (hartree) = -8313.10714
- LUMO energy (eV) = -0.138
- spin multiplicity = 1
- orbital gap (eV) = 7.14
- ΔE to the lowest compared entry with this formula, charge and spin (kcal/mol) = 0.00


Molecular formula: C3H6N2O2S
Method: DFT, ωB97M-V/def2-TZVPD

Last column: Löwdin charge in e.
Positions of all 14 atoms, in Å:
C: 0.94 -0.13 -0.09  -0.17
C: 0.77 1.18 0.65  -0.31
C: -0.50 -0.53 -0.30  -0.57
N: -0.45 1.86 0.15  -0.34
N: -0.93 -1.88 -0.37  -0.49
O: -2.10 -2.23 -0.24  0.02
O: -0.04 -2.67 -0.52  0.06
S: -1.67 0.62 0.09  1.02
H: 1.61 -0.10 -1.02  0.15
H: 1.44 -0.86 0.60  0.14
H: 0.63 1.04 1.77  0.13
H: 1.61 1.77 0.72  0.08
H: -0.79 -0.55 -2.45  0.18
H: -0.51 2.49 1.00  0.10

Output
- highest occupied orbital energy (alpha / beta) (eV) = -9.3875 / -8.2652
- calculated total energy (hartree) = -775.80943
- LUMO energy (alpha / beta) (eV) = -1.473 / -0.826
- spin multiplicity = 1
- orbital gap (alpha / beta) (eV) = 7.91 / 7.44
- ΔE to the lowest compared entry with this formula, charge and spin (kcal/mol) = 207.54


Molecular formula: C21H26N2O5S
Method: DFT, ωB97M-V/def2-TZVPD

Last column: Löwdin charge in e.
Positions of all 55 atoms, in Å:
C: -3.53 -0.31 -0.70  -0.06
O: -2.81 -1.02 0.28  -0.11
C: -2.08 -0.31 1.20  -0.19
C: -2.08 1.08 1.25  -0.01
C: -1.31 1.76 2.18  -0.08
C: -0.50 1.06 3.05  -0.06
C: -0.47 -0.32 3.01  -0.16
C: 0.41 -1.09 3.96  -0.09
N: 1.35 -2.06 3.42  -0.08
C: 1.74 -3.06 4.39  -0.03
C: 1.86 -2.17 2.17  -0.42
O: 2.62 -3.07 1.85  0.07
C: 1.47 -1.14 1.15  -0.13
C: 1.79 0.20 1.28  -0.01
C: 1.37 1.11 0.33  -0.04
C: 0.64 0.66 -0.75  -0.26
S: -0.02 1.85 -1.90  0.69
O: -0.05 3.14 -1.28  -0.29
O: -1.27 1.33 -2.42  -0.31
N: 1.17 1.85 -3.08  -0.22
C: 1.58 3.15 -3.61  -0.19
C: 1.00 3.19 -5.02  -0.16
C: 1.20 1.74 -5.47  -0.16
C: 0.95 0.94 -4.19  -0.19
C: 0.38 -0.68 -0.94  -0.04
C: 0.82 -1.59 0.01  0.00
C: -1.30 -1.03 2.12  -0.16
O: -1.20 -2.38 2.24  -0.07
C: -2.07 -3.25 1.55  -0.06
H: -4.32 0.30 -0.26  0.10
H: -3.98 -1.08 -1.32  0.10
H: -2.88 0.31 -1.32  0.06
H: -2.67 1.65 0.55  0.11
H: -1.34 2.84 2.20  0.11
H: 0.12 1.59 3.75  0.11
H: 0.98 -0.36 4.57  0.13
H: -0.24 -1.65 4.63  0.14
H: 2.49 -3.70 3.93  0.09
H: 2.16 -2.58 5.27  0.09
H: 0.88 -3.67 4.68  0.10
H: 2.35 0.54 2.14  0.13
H: 1.57 2.16 0.42  0.12
H: 2.67 3.18 -3.63  0.13
H: 1.21 3.93 -2.95  0.11
H: -0.06 3.44 -4.98  0.12
H: 1.51 3.91 -5.66  0.11
H: 2.22 1.60 -5.82  0.11
H: 0.52 1.46 -6.27  0.11
H: -0.08 0.57 -4.14  0.10
H: 1.63 0.08 -4.10  0.12
H: -0.18 -1.00 -1.81  0.12
H: 0.63 -2.65 -0.11  0.13
H: -3.12 -3.03 1.77  0.10
H: -1.82 -4.25 1.92  0.10
H: -1.92 -3.21 0.47  0.09

Output
- highest occupied orbital energy (eV) = -8.0668
- calculated total energy (hartree) = -1699.68371
- LUMO energy (eV) = 0.579
- spin multiplicity = 1
- orbital gap (eV) = 8.65
- ΔE to the lowest compared entry with this formula, charge and spin (kcal/mol) = 87.76


Molecular formula: C12H36BrN3O3
Method: DFT, ωB97M-V/def2-TZVPD

Last column: Löwdin charge in e.
Positions of all 55 atoms, in Å:
C: -2.87 -0.95 0.34  -0.01
C: -2.32 -1.64 1.64  -0.23
C: -1.32 -2.78 1.42  -0.18
O: -1.31 -3.16 0.03  -0.23
C: -0.43 -4.34 -0.11  -0.01
N: -1.60 -0.72 2.64  0.15
H: -2.01 0.18 2.85  0.15
H: -1.41 -1.13 3.54  0.17
H: -0.70 -0.40 2.26  -0.12
H: -2.13 -0.40 -0.23  0.04
H: -3.70 -0.26 0.51  0.09
H: -3.29 -1.69 -0.35  0.10
H: -3.13 -1.99 2.22  0.13
H: -1.60 -3.61 2.04  0.14
H: -0.37 -2.39 1.67  0.08
H: -0.08 -4.48 -1.13  0.09
H: -1.07 -5.16 0.10  0.09
H: 0.39 -4.16 0.57  0.09
C: 0.77 0.04 -3.87  -0.03
C: -0.38 -0.66 -3.26  -0.35
C: -0.70 -1.96 -3.90  -0.24
O: -1.95 -2.36 -3.49  -0.18
C: -2.56 -3.21 -4.47  -0.04
N: -0.17 -1.01 -1.82  0.17
H: -0.08 -0.23 -1.14  -0.05
H: -0.94 -1.58 -1.45  0.10
H: 0.72 -1.53 -1.61  0.18
H: 0.40 0.49 -4.82  0.12
H: 1.56 -0.66 -4.08  0.09
H: 1.15 0.90 -3.31  0.09
H: -1.24 -0.06 -3.36  0.15
H: 0.13 -2.62 -3.59  0.15
H: -0.73 -1.84 -4.98  0.13
H: -2.50 -2.74 -5.47  0.10
H: -3.64 -3.26 -4.17  0.11
H: -2.10 -4.18 -4.37  0.09
C: 1.13 4.78 1.22  -0.02
C: 2.56 4.62 1.77  -0.27
C: 2.48 4.05 3.19  -0.22
O: 1.80 2.85 3.12  -0.26
C: 2.05 1.90 4.12  -0.07
N: 3.15 3.53 0.92  0.23
H: 2.71 2.65 1.12  0.09
H: 3.09 3.72 -0.05  0.15
H: 4.13 3.44 1.21  0.19
H: 0.63 3.88 1.65  0.08
H: 1.17 4.69 0.14  0.08
H: 0.54 5.69 1.47  0.12
H: 3.20 5.49 1.71  0.16
H: 2.03 4.84 3.84  0.15
H: 3.43 3.94 3.74  0.14
H: 3.01 2.04 4.62  0.10
H: 2.13 1.00 3.53  0.05
H: 1.29 2.02 4.89  0.10
Br: 0.63 0.43 0.92  0.10

Output
- highest occupied orbital energy (eV) = -14.8497
- charge = +2
- calculated total energy (hartree) = -3442.23595
- LUMO energy (eV) = -4.797
- spin multiplicity = 1
- orbital gap (eV) = 10.05
- ΔE to the lowest compared entry with this formula, charge and spin (kcal/mol) = 31.87


Max |F| (computed, eV Å⁻¹): 2.05; 3.07; 1.11; 2.25